No. 1
{"formula": "C19H18ClN3O4S3", "method": "the ωB97M-V functional and the def2-TZVPD basis", "smiles": "O=C(CSc1nc2ccccc2s1)Nc1ccc(Cl)c(S(=O)(=O)N2CCOCC2)c1", "multiplicity": 1, "relative_energy_ev": 0.154, "symbols": ["H", "H", "H", "C", "C", "H", "O", "N", "Cl", "C", "O", "H", "C", "C", "H", "C", "C", "H", "N", "H", "H", "O", "H", "H", "O", "C", "H", "C", "C", "H", "C", "H", "C", "C", "C", "C", "S", "N", "H", "C", "C", "H", "H", "H", "C", "C", "S", "S"], "positions_angstrom": [[4.908, 1.683, 1.280], [-2.584, -2.031, 2.239], [-1.804, -3.265, 0.512], [-2.694, 0.022, -2.824], [-2.010, 1.992, -0.922], [-4.043, 0.891, 3.526], [-1.554, 0.816, 3.054], [2.934, 0.741, -0.276], [1.099, -1.425, -2.860], [-1.171, -2.434, 0.237], [1.569, 1.331, -2.281], [5.750, -0.957, -0.979], [3.691, -0.264, -0.985], [-2.875, 0.957, -0.581], [-1.392, 1.096, -4.124], [0.403, -0.288, -0.504], [-1.825, 1.051, -3.137], [-1.741, 2.727, -0.182], [-3.432, 0.754, 0.648], [5.552, 0.819, -0.848], [4.661, 0.497, 2.600], [5.263, -0.303, 0.858], [-0.195, 0.629, 1.312], [2.621, -0.348, 1.500], [0.962, 2.239, -0.081], [-1.492, 2.026, -2.199], [-0.559, -3.324, -1.609], [-1.090, -1.318, 1.072], [5.152, -0.158, -0.539], [3.593, -0.063, -2.051], [4.522, 0.685, 1.534], [2.480, 1.435, 1.605], [-4.166, -0.290, 0.676], [3.039, 0.612, 1.160], [-0.481, -2.470, -0.956], [-3.217, -0.018, -1.544], [1.437, 1.147, -0.870], [-1.916, -1.269, 2.194], [-3.822, -0.716, 4.264], [-3.725, -0.136, 3.346], [-0.270, -0.256, 0.701], [-0.805, 2.810, -2.471], [3.316, -1.275, -0.760], [-2.955, -0.733, -3.548], [0.302, -1.387, -1.341], [-2.284, -0.116, 2.849], [-4.857, -0.924, 2.144], [-4.297, -1.193, -0.840]], "lowdin_charge": [0.1318, 0.1111, 0.1193, -0.0902, -0.0136, 0.0913, 0.1032, -0.2314, 0.7705, -0.0192, -0.3162, 0.1299, -0.1879, -0.3089, 0.1103, -0.2634, -0.0777, 0.1227, 0.0672, 0.1318, 0.1298, -0.1264, 0.1099, 0.1336, -0.2695, -0.0869, 0.1108, -0.2164, -0.1820, 0.1080, -0.1813, 0.1244, -0.9261, -0.1690, -0.0854, -0.4630, 0.6385, 0.1023, 0.0882, -0.3363, -0.0025, 0.1093, 0.1255, 0.1100, -0.6362, -0.5456, 0.9219, 1.0337]}

---

No. 2
{"formula": "C28H47BIrN7O4S4Si", "method": "the ωB97M-V functional and the def2-TZVPD basis", "s2": 0.76, "multiplicity": 2, "charge": 1, "relative_energy_ev": 1.462, "symbols": ["C", "H", "S", "H", "C", "H", "H", "O", "C", "H", "N", "C", "H", "C", "N", "H", "H", "Si", "C", "H", "C", "O", "C", "C", "B", "H", "H", "H", "H", "H", "C", "C", "O", "H", "C", "N", "O", "H", "Ir", "H", "C", "C", "H", "N", "H", "C", "H", "H", "H", "C", "C", "C", "N", "N", "H", "S", "H", "H", "H", "H", "C", "H", "C", "H", "H", "H", "H", "C", "H", "H", "H", "C", "H", "S", "H", "H", "C", "H", "H", "H", "N", "C", "C", "H", "C", "S", "C", "H", "C", "H", "H", "H", "H"], "positions_angstrom": [[1.373, 1.418, -2.452], [-0.805, -5.634, 4.754], [1.609, -1.455, -0.329], [3.398, -4.474, -2.899], [-3.906, 0.197, -3.325], [-2.319, 0.154, -4.776], [3.743, -4.917, -0.598], [0.357, 2.944, -0.848], [1.368, -4.045, -3.641], [-2.463, 3.729, -0.617], [2.587, -3.705, 0.937], [-0.693, 2.734, -2.985], [-3.873, 4.331, 2.165], [0.494, -4.044, -1.603], [2.586, -1.924, 2.191], [3.001, 3.339, -0.331], [0.759, 0.582, -2.114], [0.076, 2.036, 0.481], [2.387, -0.550, 2.623], [1.180, 4.601, 0.850], [-0.648, -4.750, 4.138], [1.441, 1.939, 1.370], [3.054, -2.954, 2.964], [-4.246, -0.114, -2.014], [2.605, -4.772, -0.227], [3.546, 3.519, 3.428], [-1.585, -4.684, -3.658], [1.555, 3.893, -3.803], [-4.574, -1.002, 0.605], [1.388, -3.981, -4.714], [1.486, 3.899, -2.713], [1.664, 4.351, 1.795], [-0.994, 2.856, 1.397], [-1.731, -3.160, -2.781], [3.050, -4.058, 2.181], [1.796, -4.312, -1.489], [-0.511, 0.537, 0.152], [2.808, 0.129, 1.893], [-0.724, -1.371, 0.185], [2.210, 2.402, 3.759], [0.633, 2.734, -2.233], [3.445, 3.040, 0.618], [-2.377, 5.070, 1.556], [-2.698, -1.848, 0.732], [-0.108, -5.018, 3.232], [-1.706, -0.594, -2.863], [1.328, -0.316, 2.705], [-0.554, 2.369, -4.006], [-2.619, 1.729, 3.175], [-2.790, 4.219, 2.100], [2.349, -4.296, -2.745], [-2.973, 1.722, 2.144], [0.209, -3.893, -2.916], [-3.023, -2.563, 1.835], [3.340, -2.820, 3.992], [-0.383, -2.388, 2.249], [-5.241, 0.069, -1.631], [-0.100, -4.000, 4.703], [-4.637, 0.638, -3.990], [1.038, 4.840, -2.393], [-2.622, -0.063, -3.761], [-4.065, 1.730, 2.143], [-1.120, -3.716, -3.481], [0.895, 4.319, 2.567], [4.229, 3.752, 0.879], [-2.747, 1.983, -0.527], [-1.111, 3.741, -3.030], [-1.989, -2.980, 2.496], [2.299, 1.403, -1.873], [2.496, 3.840, -2.306], [2.113, -5.773, 0.229], [2.286, -2.407, 0.966], [-2.620, 0.805, 1.669], [-2.306, -4.166, 3.718], [2.383, 5.134, 2.038], [-2.371, 4.218, 3.107], [2.372, 3.004, 1.697], [2.868, -0.418, 3.589], [1.617, 1.289, -3.508], [-1.401, 2.092, -2.465], [-2.033, -0.919, -1.618], [-3.295, -0.692, -1.199], [-2.423, 2.927, 1.388], [-1.036, -3.177, -4.422], [-2.952, 2.941, -0.043], [-0.650, -3.892, -0.319], [-3.605, -1.162, 0.144], [3.891, 2.050, 0.496], [2.995, 2.661, 3.045], [3.341, -5.069, 2.405], [-0.678, -0.767, -3.152], [-4.029, 3.115, -0.047], [3.687, 1.823, 2.961]], "lowdin_charge": [-0.0349, 0.0441, 0.7201, 0.1285, -0.0128, 0.1229, 0.0820, -0.0818, -0.0194, 0.0929, 0.0114, -0.0224, 0.0911, -0.7098, -0.1385, 0.0593, 0.0205, 0.0541, -0.0373, 0.0798, -0.4012, -0.1210, -0.0297, 0.0122, -0.3982, 0.0935, 0.1075, 0.0945, 0.1513, 0.1300, -0.0186, -0.0271, -0.0821, 0.0418, -0.0413, -0.0240, -0.4470, 0.0681, 0.9665, 0.0971, -0.6247, -0.0120, 0.0936, -0.2059, 0.0273, -0.1340, 0.0610, 0.0908, 0.0974, -0.0205, -0.0367, -0.0173, -0.1010, -0.0489, 0.1333, 0.6674, 0.1308, 0.0350, 0.1252, 0.0967, -0.0306, 0.0944, -0.0202, 0.0915, 0.0979, 0.0548, 0.0966, -1.0479, 0.0860, 0.0751, 0.0822, -0.6862, 0.0466, 0.9280, 0.0962, 0.0916, -0.6125, 0.1051, 0.0990, 0.0564, 0.0016, -0.2567, -0.6309, 0.0978, -0.0231, 0.6892, -0.0408, 0.0900, -0.0303, 0.1337, 0.1203, 0.0959, 0.0703]}

---

No. 3
{"formula": "C17H52N3O12S", "method": "the ωB97M-V functional and the def2-TZVPD basis", "multiplicity": 1, "charge": -1, "total_energy_ha": -2144.21435, "symbols": ["H", "H", "O", "H", "H", "H", "O", "N", "H", "C", "C", "H", "O", "N", "H", "H", "H", "C", "C", "C", "S", "H", "O", "C", "H", "O", "C", "O", "H", "H", "H", "H", "O", "C", "N", "H", "H", "H", "H", "O", "H", "C", "O", "C", "H", "C", "H", "H", "H", "H", "H", "H", "H", "H", "H", "H", "H", "H", "O", "H", "H", "H", "H", "C", "H", "C", "H", "H", "H", "H", "C", "H", "O", "H", "H", "H", "H", "H", "C", "H", "C", "H", "C", "O", "H"], "positions_angstrom": [[-2.595, 0.538, 1.179], [-2.757, 2.038, 0.398], [-1.740, 2.076, -2.391], [-0.847, -2.567, -5.575], [3.247, 0.990, 1.158], [-0.468, -4.805, 2.491], [-2.134, 4.930, 0.254], [-0.837, -1.849, 1.668], [2.727, 4.348, 0.408], [-1.741, -2.846, 1.111], [1.077, -4.566, -1.564], [-0.569, -0.296, 3.616], [-0.099, 1.717, -0.515], [-0.840, -1.746, -4.964], [-3.414, -1.509, 1.315], [-1.743, 2.468, 3.852], [-0.952, -2.547, 4.491], [-1.081, -3.684, 0.004], [1.483, -2.603, 2.114], [0.401, -0.723, 3.361], [-0.865, 5.042, 0.994], [-2.864, 3.644, 0.000], [-3.091, 2.665, -0.317], [3.308, 4.043, -3.012], [1.877, -4.668, -0.838], [-1.174, 2.614, 3.088], [-2.279, -3.741, 2.234], [3.138, 2.455, -0.265], [-2.139, 1.732, -3.181], [2.738, 4.314, -3.900], [-0.737, 1.278, 0.111], [4.488, 2.359, 1.228], [-0.350, -0.987, 0.671], [-0.350, -3.066, 3.741], [1.836, 5.475, -1.757], [0.491, -3.541, 4.252], [3.681, 3.021, -3.127], [-2.683, -4.655, 1.792], [-1.115, 3.662, 2.876], [-0.027, 3.801, 0.850], [-2.751, -1.429, -0.263], [0.155, -3.213, -3.236], [-1.974, 1.247, 1.009], [2.474, 4.143, -1.748], [1.641, 3.445, -1.782], [0.114, -0.699, -3.046], [-2.589, 2.408, -1.222], [-0.419, -4.470, 0.374], [-0.730, -0.799, -2.348], [-1.815, -4.177, -0.637], [-1.706, -1.866, -4.432], [1.188, -1.841, -4.531], [-1.519, -4.864, 3.924], [0.145, 2.631, -0.057], [0.992, -0.781, 4.282], [2.210, -2.736, 2.918], [0.928, -0.617, -2.321], [1.512, 5.678, -0.802], [1.167, -3.365, -2.281], [1.931, -1.942, 1.364], [-1.482, 2.025, 2.243], [4.258, 4.254, -0.449], [0.260, -4.049, -3.955], [-1.136, -4.220, 3.131], [-3.713, -2.842, 0.164], [3.225, 3.869, -0.443], [-0.054, 0.225, -3.588], [0.155, -4.586, -0.957], [1.388, -3.502, 1.496], [2.831, 2.540, 1.802], [0.167, -2.079, 2.697], [-0.477, -2.988, -0.579], [-0.065, 6.168, 0.535], [0.945, -0.032, 2.719], [4.157, 4.734, -2.977], [-0.598, 1.837, -1.423], [2.521, 6.226, -1.872], [0.996, -5.399, -2.278], [3.453, 2.051, 1.038], [-1.026, -0.259, 0.638], [0.252, -1.894, -3.972], [-0.857, -3.320, -2.810], [-2.968, -2.140, 0.540], [-1.143, 5.058, 2.462], [-3.044, -3.235, 2.824]], "lowdin_charge": [0.0373, -0.0740, -0.3221, 0.0615, 0.0773, 0.1022, -0.3336, -0.0967, 0.1141, -0.4989, -0.1335, 0.0787, 0.0775, 0.0261, 0.0818, 0.1230, 0.1186, -0.0582, -0.0212, -0.0292, 0.3595, 0.0696, 0.0416, -0.0738, 0.0954, 0.1049, -0.1329, -0.1942, -0.0391, 0.0717, 0.0258, 0.0825, -0.0277, -0.1363, 0.0436, 0.1163, 0.0747, 0.1208, 0.0542, -0.3736, 0.0856, -0.2406, -0.2231, -0.4257, 0.1267, -0.0642, 0.0478, 0.0655, 0.0733, 0.1044, 0.0692, 0.1392, 0.1092, 0.0761, 0.0875, 0.0848, 0.0860, 0.0306, -0.1682, 0.0844, 0.1071, 0.1235, 0.1225, -0.1812, 0.0892, -0.1921, 0.0733, 0.0097, 0.0696, 0.0868, -0.5168, 0.0767, -0.3439, 0.0802, 0.0696, 0.0585, 0.0624, 0.0928, -0.1250, 0.0559, -0.4262, 0.1205, -0.0343, -0.3593, 0.1179]}

---

No. 4
{"formula": "C6H10N2OS", "method": "the ωB97M-V functional and the def2-TZVPD basis", "multiplicity": 1, "relative_energy_ev": 7.710, "symbols": ["H", "C", "H", "C", "N", "H", "C", "H", "S", "H", "H", "C", "H", "N", "O", "C", "H", "H", "C", "H"], "positions_angstrom": [[1.610, -1.503, -2.164], [0.999, -0.810, -1.532], [-0.306, -2.430, -0.948], [-1.399, -0.862, -0.642], [-3.233, -0.266, 0.692], [-3.269, -0.235, -1.454], [-0.310, -1.420, -1.097], [0.615, 0.651, 4.470], [-2.392, 0.075, 1.947], [-1.057, 1.294, 4.062], [1.654, -0.568, -0.625], [0.652, 0.536, -2.198], [1.391, 0.845, -3.072], [-0.832, -0.138, 1.705], [0.045, 0.327, 2.626], [-2.725, -0.522, -0.484], [-0.899, -0.526, 4.220], [-0.463, 0.495, -2.582], [-0.428, 0.419, 3.962], [0.790, 1.280, -1.457]], "lowdin_charge": [0.1082, -0.2507, 0.0759, -0.0492, -0.3766, 0.1361, -0.1533, 0.1383, 1.0245, 0.0605, 0.1244, -0.1324, 0.1009, -0.3180, -0.2686, -0.2929, 0.0745, 0.1028, -0.1420, 0.0378]}

---

No. 5
{"formula": "C55H69FN3", "method": "the ωB97M-V functional and the def2-TZVPD basis", "multiplicity": 1, "charge": 1, "relative_energy_ev": 3.020, "symbols": ["C", "C", "H", "H", "H", "H", "C", "C", "C", "H", "H", "C", "H", "C", "H", "H", "C", "H", "C", "C", "C", "C", "C", "H", "F", "C", "C", "C", "H", "C", "H", "C", "H", "C", "C", "H", "H", "H", "H", "C", "C", "H", "H", "H", "H", "H", "C", "H", "H", "H", "H", "H", "H", "N", "H", "H", "H", "C", "H", "H", "H", "H", "H", "H", "C", "C", "H", "H", "C", "C", "H", "C", "H", "C", "H", "C", "C", "H", "C", "C", "C", "H", "H", "C", "H", "H", "N", "C", "H", "C", "C", "H", "C", "C", "H", "N", "C", "C", "C", "C", "H", "H", "H", "H", "H", "H", "H", "H", "H", "H", "H", "C", "C", "C", "C", "C", "H", "H", "C", "C", "H", "C", "H", "H", "H", "H", "C", "C"], "positions_angstrom": [[0.982, -3.173, -4.784], [1.396, -5.994, 0.937], [0.912, 5.378, 1.991], [4.059, 4.463, 3.748], [-0.216, -4.479, -1.924], [2.188, -1.383, -5.007], [-0.040, 4.929, 4.788], [0.033, -6.196, 1.203], [-1.836, -2.439, 5.318], [-2.599, 1.469, 7.570], [3.085, -2.611, 3.954], [-0.937, 0.993, 6.244], [-0.156, 2.796, 2.333], [0.284, -4.045, -3.952], [2.868, 2.143, 1.619], [0.296, 5.944, 4.580], [1.940, 4.123, 3.450], [-2.278, 4.030, 2.805], [4.226, -0.067, 6.026], [-1.560, 3.432, 5.900], [-1.033, 2.652, 1.691], [3.748, 1.975, 0.980], [4.843, -0.576, 3.622], [2.118, -6.801, 1.092], [0.996, -3.434, -6.125], [-0.969, -1.802, 4.227], [3.100, -2.008, 4.869], [1.469, -1.009, 1.299], [-0.113, -1.309, 4.715], [-1.021, 0.390, 2.871], [1.127, 0.953, 6.939], [4.574, 0.912, 1.710], [3.346, 3.138, 4.715], [6.736, -0.046, 2.195], [4.014, 0.157, 2.760], [-2.650, 3.945, 1.057], [2.898, -4.604, 0.208], [-1.834, 5.573, 5.784], [-3.718, 2.120, 1.670], [6.193, -0.688, 3.303], [-5.293, -0.038, 2.335], [6.333, 1.283, 0.540], [3.485, 0.675, 5.705], [-5.034, -1.620, 0.848], [0.213, -3.616, 3.930], [-1.958, -5.319, 1.157], [1.459, -0.098, 2.381], [2.682, 0.550, -0.242], [0.260, -2.476, 2.575], [-5.269, -0.002, 0.156], [6.832, -1.282, 3.956], [-5.624, -0.747, 3.107], [2.368, -1.616, 1.262], [2.300, 1.312, 3.979], [-1.193, -3.448, 2.850], [0.102, 1.487, 0.252], [3.900, -0.498, 6.979], [-5.575, -0.674, 0.968], [5.372, 3.237, 0.236], [5.180, -1.814, 5.281], [-2.413, -0.248, 7.206], [2.644, 2.220, -0.864], [0.075, -0.271, 7.680], [-0.232, -4.924, -4.343], [-0.453, -3.966, 0.398], [-3.802, 0.153, 2.562], [3.039, -2.685, 5.730], [4.131, 1.239, -1.018], [4.474, 3.318, 0.862], [-1.761, 1.431, 2.249], [5.176, 0.455, 6.186], [-0.892, -5.169, 0.950], [2.035, 3.268, 2.769], [1.033, -2.686, -2.032], [-1.177, -3.201, 0.097], [0.118, 0.765, 7.324], [1.363, -2.586, -0.627], [-2.446, 3.282, 6.516], [1.831, 5.375, 2.590], [0.929, -3.748, 0.153], [-0.763, 2.337, 5.551], [-0.758, 0.265, 5.448], [-5.908, 1.936, 1.646], [5.922, 0.746, 1.394], [-7.162, 1.016, 2.501], [4.776, 3.684, 1.853], [0.954, 1.400, 3.987], [0.299, 2.544, 4.635], [-0.047, 1.436, 8.178], [-2.344, 0.756, 6.778], [0.418, 0.532, 3.034], [-3.601, -1.770, 3.506], [3.272, 1.466, -0.371], [-3.143, 1.308, 2.130], [-2.416, -1.685, 5.864], [2.610, 0.343, 3.078], [1.848, -4.770, 0.459], [1.649, -1.796, -2.958], [4.363, -1.157, 4.959], [-1.210, 4.720, 5.506], [2.206, -0.953, -2.544], [-0.312, -7.154, 1.607], [3.041, 4.849, 5.163], [2.212, -1.366, 4.894], [2.684, 5.411, 1.902], [-2.533, -3.173, 4.886], [-6.647, -0.873, 0.863], [-5.839, 1.771, 3.417], [-1.336, 2.298, -0.415], [7.798, -0.143, 1.975], [3.803, 4.062, 0.413], [-1.844, 3.938, 1.801], [-0.387, -2.899, 3.351], [3.184, 4.150, 4.327], [-3.072, -0.869, 3.170], [-1.703, -0.751, 3.394], [2.365, -2.139, -0.505], [0.138, 3.242, -0.045], [0.707, 3.851, 4.300], [-0.496, 2.407, 0.285], [0.563, -1.081, 0.700], [1.657, -2.040, -4.321], [-1.207, 4.816, 1.631], [-3.087, 0.841, 5.975], [-1.190, -2.959, 6.041], [1.858, 6.280, 3.210], [-6.095, 1.257, 2.485], [0.279, -3.770, -2.589]], "lowdin_charge": [-0.2153, -0.0552, 0.0729, 0.0724, 0.1165, 0.1322, -0.0219, -0.0469, -0.0568, 0.0829, 0.0840, -0.3692, 0.0926, 0.0287, 0.0990, 0.1163, -0.3872, 0.0843, -0.0555, -0.0122, -0.3692, -0.3651, -0.1219, 0.1150, 0.0744, -0.3698, -0.0582, -0.0189, 0.1071, -0.0617, 0.0691, -0.1096, 0.0602, -0.0464, -0.0774, 0.0825, 0.1287, 0.1177, 0.1158, -0.0259, -0.3893, 0.1172, 0.0426, 0.0759, 0.0978, 0.1207, -0.1937, 0.0433, 0.0409, 0.0853, 0.1200, 0.1332, 0.0608, 0.1675, 0.0696, 0.0653, 0.0859, -0.0625, 0.0809, 0.1274, 0.0705, 0.0817, 0.0860, 0.1350, -0.0684, -0.1742, 0.0901, 0.0884, -0.0505, -0.1009, 0.0884, -0.0765, 0.0908, -0.1749, 0.1389, -0.0324, 0.0327, 0.1110, -0.0508, -0.2558, -0.1026, 0.0837, 0.0766, -0.0240, 0.0832, 0.0755, 0.0730, -0.0650, 0.0937, -0.0658, -0.1048, 0.1275, -0.0599, 0.0351, 0.0560, 0.0266, -0.0073, 0.0109, -0.3605, -0.0476, 0.1218, 0.1160, 0.0960, 0.0573, 0.0698, 0.0840, 0.0818, 0.0852, 0.0905, 0.1137, 0.0797, -0.0517, -0.0596, -0.0443, 0.0228, -0.1113, 0.1143, 0.0838, -0.1320, -0.0346, 0.0707, 0.0221, 0.0726, 0.0906, 0.0924, 0.0848, -0.0734, 0.0267]}